1.
{
  "formula": "C22H9Cl5F4N4OPt",
  "method": "the ωB97M-V functional and the def2-TZVPD basis",
  "symbols": ["Pt", "Cl", "C", "C", "C", "Cl", "C", "Cl", "C", "Cl", "C", "Cl", "F", "C", "C", "F", "C", "C", "C", "F", "C", "C", "C", "N", "C", "N", "F", "C", "C", "N", "C", "N", "C", "C", "C", "C", "O", "H", "H", "H", "H", "H", "H", "H", "H", "H"],
  "coordinates": [[-0.53, -1.06, -0.73], [-2.97, -0.92, 1.47], [-3.26, -1.82, 0.03], [-2.27, -1.94, -0.94], [-2.52, -2.69, -2.08], [-1.30, -2.85, -3.30], [-3.74, -3.34, -2.26], [-4.04, -4.28, -3.66], [-4.73, -3.22, -1.28], [-6.24, -4.01, -1.48], [-4.49, -2.46, -0.13], [-5.70, -2.33, 1.07], [-0.51, 5.60, 1.46], [0.51, 4.97, 0.87], [1.74, 5.59, 0.89], [1.82, 6.77, 1.50], [2.89, 5.02, 0.31], [2.67, 3.78, -0.32], [1.44, 3.18, -0.34], [1.35, 1.98, -0.94], [0.30, 3.73, 0.26], [-0.98, 3.05, 0.28], [-1.13, 1.80, -0.25], [-1.34, 0.75, -0.73], [-2.16, 3.57, 0.89], [-3.13, 3.92, 1.39], [3.68, 3.14, -0.90], [4.17, 5.65, 0.36], [5.31, 5.10, -0.27], [6.28, 4.72, -0.75], [4.41, 6.86, 1.04], [4.67, 7.83, 1.60], [-0.72, -4.10, 0.80], [0.66, -3.70, 0.31], [1.60, -3.41, 1.47], [1.23, -4.74, -0.64], [0.62, -2.47, -0.46], [-0.63, -4.99, 1.42], [-1.39, -4.34, -0.03], [-1.17, -3.31, 1.41], [1.76, -4.31, 2.06], [1.18, -2.64, 2.13], [2.56, -3.06, 1.10], [1.25, -5.72, -0.15], [2.25, -4.48, -0.93], [0.62, -4.81, -1.54]],
  "multiplicity": 3,
  "gap_ha": [0.238, 0.190],
  "total_charge": 0,
  "e_above_lowest_kcal_mol": 1.8
}

***

2.
{
  "formula": "C23H41N3O4OsP2",
  "method": "the ωB97M-V functional and the def2-TZVPD basis",
  "symbols": ["Os", "P", "P", "N", "H", "C", "H", "H", "H", "C", "H", "H", "H", "C", "H", "H", "H", "C", "H", "H", "H", "C", "H", "H", "H", "C", "H", "H", "H", "C", "C", "C", "C", "C", "C", "H", "H", "H", "H", "H", "C", "O", "C", "H", "H", "H", "C", "H", "H", "H", "C", "C", "C", "C", "C", "C", "O", "N", "C", "O", "N", "C", "O", "H", "H", "H", "H", "H", "H", "H", "H", "H", "H", "H"],
  "coordinates": [[0.63, -0.31, -0.24], [1.24, -0.28, -2.56], [1.23, -0.50, 2.05], [0.75, -2.11, -0.43], [0.05, 0.81, -1.51], [2.65, -1.14, -3.35], [2.80, -0.76, -4.38], [2.41, -2.21, -3.41], [3.59, -1.00, -2.79], [1.21, 1.35, -3.48], [1.98, 1.39, -4.27], [1.38, 2.17, -2.76], [0.22, 1.48, -3.94], [-0.20, -1.14, -3.35], [-0.34, -0.77, -4.38], [-1.11, -0.96, -2.76], [0.02, -2.22, -3.38], [2.57, -1.33, 2.99], [2.17, -1.73, 3.93], [3.39, -0.65, 3.23], [2.99, -2.17, 2.42], [0.97, 1.02, 3.02], [1.01, 0.79, 4.09], [0.00, 1.45, 2.78], [1.76, 1.74, 2.79], [-0.18, -1.55, 2.57], [-0.32, -1.50, 3.65], [0.01, -2.58, 2.27], [-1.09, -1.21, 2.06], [0.14, -3.27, -0.61], [0.31, -5.64, -1.05], [0.94, -4.44, -0.83], [-1.30, -3.38, -0.61], [-1.86, -4.61, -0.86], [-1.08, -5.74, -1.08], [0.94, -6.50, -1.23], [2.03, -4.29, -0.81], [-1.89, -2.47, -0.41], [-2.94, -4.67, -0.90], [-1.54, -6.71, -1.28], [4.41, 1.37, 0.18], [4.16, 0.26, 0.64], [4.55, 1.65, -1.36], [4.25, 2.71, -1.61], [3.77, 1.00, -1.85], [5.56, 1.31, -1.71], [3.84, 2.63, 0.95], [3.84, 2.49, 2.06], [2.76, 2.64, 0.59], [4.34, 3.60, 0.62], [-2.49, 2.07, 2.99], [-2.69, 2.83, 1.70], [-2.97, 1.96, 0.45], [-4.34, 1.27, 0.46], [-4.58, 0.33, 1.59], [-2.83, 2.88, -0.77], [-3.75, 3.28, -1.49], [-1.53, 3.38, -0.98], [-0.36, 2.73, -0.60], [0.75, 3.23, -0.67], [-0.65, 1.40, -0.17], [-1.89, 0.95, 0.18], [-1.97, -0.29, 0.26], [-3.38, 2.12, 3.61], [-1.68, 2.53, 3.56], [-2.25, 1.02, 2.81], [-3.59, 3.47, 1.77], [-1.85, 3.52, 1.51], [-5.06, 2.08, 0.47], [-4.45, 0.76, -0.51], [-4.78, 0.84, 2.53], [-5.46, -0.26, 1.35], [-3.75, -0.37, 1.72], [-1.43, 4.24, -1.48]],
  "multiplicity": 5,
  "gap_ha": [0.193, 0.252],
  "total_charge": 0
}

***

3.
{
  "formula": "C3H6N2O2",
  "method": "the ωB97M-V functional and the def2-TZVPD basis",
  "symbols": ["C", "O", "C", "N", "N", "C", "O", "H", "H", "H", "H", "H", "H"],
  "coordinates": [[-1.69, -0.32, -1.02], [-1.18, -0.05, 0.29], [0.14, 0.14, 0.41], [0.75, 0.95, -0.57], [0.64, -0.06, 1.74], [1.52, -0.65, 0.77], [2.31, 0.21, 0.20], [-2.52, -1.02, -0.90], [-0.91, -0.76, -1.65], [-2.06, 0.60, -1.48], [0.30, 1.89, -0.55], [1.07, 0.79, 2.11], [1.63, -1.73, 0.66]],
  "gap_ha": [0.302, 0.302],
  "total_charge": 0,
  "e_above_lowest_kcal_mol": 164.9
}

***

no.,DFT total energy (eV)
1,-107691.29376
2,-58217.45821
3,-10277.64560